This record from the Open Molecules 2025 dataset describes C3H9BO5PtS as an isolated structure. The level of theory is ωB97M-V/def2-TZVPD.

Last column: Löwdin charge in e.
Geometry (Å):
C1 1.689874 1.296891 0.014244  -0.038
C2 2.170760 -0.033362 -0.468260  -0.144
O1 1.051936 -1.022645 -0.695680  -0.256
S1 0.511454 -1.946884 0.384906  1.061
O2 0.787806 -1.120036 1.718575  -0.484
O3 -1.007985 -1.881267 0.316288  -0.301
C3 -1.807719 -1.108496 -0.695006  0.029
B1 -2.040381 0.429196 -0.319129  -0.639
O4 -2.054690 0.794798 1.010363  0.174
O5 -2.258444 1.264834 -1.350896  0.235
H1 0.901632 1.692708 -0.616010  0.094
H2 2.534670 1.978032 -0.008346  0.116
H3 1.337513 1.266493 1.041106  0.075
H4 2.608632 0.062765 -1.453608  0.145
H5 2.940529 -0.470835 0.155832  0.133
H6 -1.441891 -1.269668 -1.699567  0.134
H7 -2.773851 -1.604409 -0.641597  0.146
H8 -1.350796 1.404520 1.234814  0.106
H9 -1.873903 2.134975 -1.222408  0.132
Pt1 0.074855 -1.867610 3.294378  1.283

Cartesian forces (eV/Å) of the 6 atoms listed first:
-0.5 -0.2 0.4
1.0 0.7 -0.6
-0.1 0.2 0.4
-0.2 -1.0 0.0
0.4 0.8 0.5
-0.1 -0.2 -0.6

As for the total charge: +2. Its gap between HOMO and LUMO is 5.08 eV. The value obtained for the calculated total energy is -28230.141 eV. The value obtained for the max |F| is 1.4 eV Å⁻¹. The HOMO energy comes out at -18.48 eV.

---

This record from the Open Molecules 2025 dataset describes C3H9BS3 as an isolated structure. The level of theory is ωB97M-V/def2-TZVPD.

Last column: Löwdin charge in e.
Geometry (Å):
B1 0.156871 -0.144976 0.240798  -1.081
C1 -0.651586 -2.898564 0.223912  -0.378
C2 -1.753008 1.937513 -1.903058  -0.524
C3 2.493823 0.890334 1.558816  -0.351
S1 0.636973 -1.732742 0.832890  0.802
S2 -1.923877 0.315260 -1.136375  0.539
S3 1.008898 1.373096 0.403451  0.762
H1 -0.214924 -3.843942 0.092462  -0.001
H2 -1.177858 -2.231626 -0.636947  0.038
H3 -1.384577 -2.948424 1.129662  0.067
H4 -0.774282 2.330032 -1.912181  -0.003
H5 -2.331498 2.453092 -1.234338  -0.037
H6 -2.262512 2.032331 -2.891592  0.049
H7 2.145944 0.989836 2.661166  0.065
H8 3.359838 1.652383 1.299832  0.070
H9 2.671773 -0.173604 1.271503  -0.017

Cartesian forces (eV/Å) of the 6 atoms listed first:
-2.0 0.7 -1.7
-3.0 4.0 1.0
-0.5 -1.1 -1.2
-0.4 1.1 -0.1
-0.1 -0.2 -0.1
2.4 -1.9 1.3

Its gap between HOMO and LUMO is 8.18 eV. The value obtained for the calculated total energy is -36437.904 eV. The value obtained for the max |F| is 5.1 eV Å⁻¹. The energy relative to the best compared isomer or geometry (same formula, charge and spin) comes out at 244.6 kJ/mol. The HOMO energy comes out at -8.13 eV.

---

This record from the Open Molecules 2025 dataset describes a 2-piece molecular cluster, C3H9BrN overall. The level of theory is ωB97M-V/def2-TZVPD.

Last column: Löwdin charge in e.
Geometry (Å):
C1 0.308478 1.943959 0.116612  -0.137
C2 -0.568878 -1.756640 -0.109987  -0.043
C3 0.654292 0.482639 -0.225037  -0.840
N1 -0.249902 -0.405290 0.525744  -0.128
Br1 2.433926 0.039082 0.047538  0.874
H1 0.960910 2.490109 -0.575519  0.079
H2 0.480883 2.117585 1.242602  0.123
H3 -0.749424 2.115700 -0.297636  0.109
H4 0.328104 -2.515356 0.021410  0.142
H5 -1.529748 -2.137622 0.157558  0.085
H6 -0.562158 -1.562387 -1.282294  0.086
H7 -0.184831 -0.095090 -1.762217  0.271
H8 -0.069207 -0.703652 1.484886  0.167
H9 -1.252440 -0.013031 0.656343  0.211

Cartesian forces (eV/Å) of the 6 atoms listed first:
-0.6 -0.9 -0.9
3.2 -0.9 -3.1
-2.8 0.1 -1.9
-4.1 -2.2 0.4
0.4 -0.4 -0.2
0.0 0.5 0.8

As for the total charge: +1. Its gap between HOMO and LUMO is 9.52 eV. The value obtained for the calculated total energy is -74778.587 eV. The value obtained for the max |F| is 4.6 eV Å⁻¹. The energy relative to the best compared isomer or geometry (same formula, charge and spin) comes out at 426.8 kJ/mol. The HOMO energy comes out at -14.43 eV.

---

This record from the Open Molecules 2025 dataset describes a 2-piece molecular cluster, C3H9BrP overall. The level of theory is ωB97M-V/def2-TZVPD.

Last column: Löwdin charge in e.
Geometry (Å):
C1 1.003200 1.077625 -0.729208  -0.190
C2 -0.688419 0.585386 1.388183  -0.205
C3 -0.462424 -1.482316 -0.733897  -0.257
P1 -0.565514 0.246343 -0.384258  0.977
Br1 -3.503472 1.118583 -2.180886  0.094
H1 1.728534 0.849319 -0.024287  0.058
H2 1.077454 2.111710 -0.586128  0.063
H3 1.254735 0.993509 -1.701841  0.024
H4 -1.497319 0.081389 1.843910  0.050
H5 -0.745083 1.581225 1.560949  0.019
H6 0.308365 0.356715 1.912677  0.122
H7 -0.050506 -1.836174 -1.729826  0.097
H8 -1.481308 -1.997480 -0.965261  0.109
H9 0.163008 -1.999060 -0.082002  0.040

Cartesian forces (eV/Å) of the 6 atoms listed first:
-2.2 0.3 0.6
1.7 -2.7 -0.2
-2.4 -1.7 -3.9
0.1 1.2 0.3
1.7 -0.4 1.0
1.5 -1.7 1.2

As for the total charge: +1. Its gap between HOMO and LUMO (spin up / spin down) is 5.53 / 5.57 eV. The value obtained for the calculated total energy is -82577.361 eV. The value obtained for the max |F| is 4.9 eV Å⁻¹. The energy relative to the best compared isomer or geometry (same formula, charge and spin) comes out at 371.4 kJ/mol. The HOMO energy (spin up / spin down) comes out at -14.08 / -14.11 eV.

---

This record from the Open Molecules 2025 dataset describes a 2-piece molecular cluster, C3H9BrSi overall. The level of theory is ωB97M-V/def2-TZVPD.

Last column: Löwdin charge in e.
Geometry (Å):
C1 0.144802 -1.640787 0.428619  -0.242
C2 0.421167 1.163760 -0.699182  -0.238
C3 1.247189 -0.708567 0.174476  -0.741
Si1 -1.422859 1.238172 -0.263201  0.611
Br1 2.224550 -0.232906 1.672907  0.727
H1 0.352231 -2.571633 0.877613  0.054
H2 -0.436266 -1.088468 1.255844  0.051
H3 -0.475387 -1.816207 -0.436825  0.075
H4 0.626604 1.083293 -1.693470  -0.034
H5 1.041456 1.799949 -0.114011  -0.013
H6 1.729159 -0.790463 -0.724407  0.013
H7 -2.215359 0.405274 -1.141202  -0.090
H8 -1.973818 2.596673 -0.341129  -0.089
H9 -1.263467 0.561910 1.003970  -0.084

Cartesian forces (eV/Å) of the 6 atoms listed first:
-1.8 1.9 1.8
-1.1 -2.5 3.5
-2.6 2.8 -1.1
1.8 -0.1 -0.3
0.6 0.2 0.5
0.9 -1.2 0.4

Its gap between HOMO and LUMO is 9.43 eV. The value obtained for the calculated total energy is -81173.730 eV. The value obtained for the max |F| is 4.5 eV Å⁻¹. The energy relative to the best compared isomer or geometry (same formula, charge and spin) comes out at 290.0 kJ/mol. The HOMO energy comes out at -8.64 eV.

---

This record from the Open Molecules 2025 dataset describes C3H9ClNO2PS2 as an isolated structure. The level of theory is ωB97M-V/def2-TZVPD.

Last column: Löwdin charge in e.
Geometry (Å):
C1 1.753452 0.409967 0.532961  -0.156
C2 0.424624 0.211112 -1.814024  -0.155
C3 0.910676 -0.346364 -0.447653  -0.656
N1 -0.681165 -0.111386 0.673539  -0.142
O1 -1.842041 -2.480321 1.249154  -0.208
O2 -3.204499 -0.589821 0.889980  -0.173
P1 -1.958378 -1.184259 0.299296  0.047
S1 -2.276868 -1.455448 -1.623675  0.328
S2 0.980919 -2.203401 -0.408887  0.494
Cl1 2.784514 -2.594025 0.579505  0.118
H1 2.812047 0.254888 0.285366  0.075
H2 1.450857 1.409583 0.356649  0.067
H3 1.698657 0.095261 1.546000  0.066
H4 0.417688 1.377007 -1.679518  0.114
H5 1.116529 -0.104979 -2.601413  0.074
H6 -0.615440 -0.194210 -2.067950  -0.063
H7 -0.968570 0.816257 0.416825  0.035
H8 -2.291155 -2.414875 2.110989  0.091
H9 -3.875533 -0.678343 0.229007  0.044

Cartesian forces (eV/Å) of the 6 atoms listed first:
1.5 -0.9 -1.9
0.2 1.3 1.3
-3.9 -1.3 1.7
0.7 -2.0 -1.3
0.7 -0.2 -0.4
-3.1 2.5 2.4

Its gap between HOMO and LUMO is 8.43 eV. The value obtained for the calculated total energy is -52324.032 eV. The value obtained for the max |F| is 4.6 eV Å⁻¹. The energy relative to the best compared isomer or geometry (same formula, charge and spin) comes out at 129.6 kJ/mol. The HOMO energy comes out at -8.76 eV.

---

This record from the Open Molecules 2025 dataset describes a 2-piece molecular cluster, C3H9FN2 overall. The level of theory is ωB97M-V/def2-TZVPD.

Last column: Löwdin charge in e.
Geometry (Å):
C1 -1.884058 0.114024 0.665036  -0.151
C2 -1.565716 -0.757972 -0.567567  -0.171
C3 1.362810 -0.385283 -0.184613  -0.205
N1 2.589689 1.616982 0.102058  0.001
N2 2.330860 0.383221 0.310349  -0.131
F1 1.440538 -1.660697 0.142550  0.047
H1 -2.931565 0.204130 0.856077  0.045
H2 -1.590470 1.115219 0.265660  0.073
H3 -1.347525 -0.040646 1.591223  0.058
H4 -0.970724 -1.705276 -0.441984  0.076
H5 -2.474126 -1.004305 -1.102812  0.066
H6 0.981676 0.076012 -1.070190  0.116
H7 -0.905049 -0.111378 -1.047274  -0.008
H8 2.090411 1.931419 -0.693315  0.011
H9 2.873253 0.224546 1.174809  0.173

Cartesian forces (eV/Å) of the 6 atoms listed first:
0.5 1.2 -1.0
0.1 -1.7 1.5
2.6 2.0 1.0
1.1 1.5 0.1
-0.7 -0.4 1.6
-0.5 -1.1 -0.3

Its gap between HOMO and LUMO is 8.80 eV. The value obtained for the calculated total energy is -8950.568 eV. The value obtained for the max |F| is 3.5 eV Å⁻¹. The energy relative to the best compared isomer or geometry (same formula, charge and spin) comes out at 379.4 kJ/mol. The HOMO energy comes out at -7.83 eV.

---

This record from the Open Molecules 2025 dataset describes C3H9FNNaO3PS as an isolated structure. The level of theory is ωB97M-V/def2-TZVPD.

Last column: Löwdin charge in e.
Geometry (Å):
N1 2.801311 0.900888 0.863917  -0.318
P1 2.388032 -0.454440 0.145647  0.668
O1 1.923244 -0.134291 -1.369039  -0.522
S1 0.270763 0.248358 -1.669940  0.917
O2 0.384586 1.009019 -2.835860  -0.312
O3 -0.103895 1.331262 -0.534880  -0.326
C1 -0.985283 0.840711 0.516381  -0.217
C2 -2.186861 0.042217 0.039540  -0.153
C3 -2.047047 -1.469519 0.152814  -0.223
F1 -2.943174 -1.984731 1.057812  -0.023
H1 2.217791 0.963237 1.693352  -0.004
H2 1.412841 -1.168336 0.853652  0.031
H3 3.502839 -1.291368 0.058818  0.033
H4 -1.347933 1.728565 1.005152  0.128
H5 -0.403394 0.314898 1.265476  0.102
H6 -2.477091 0.321857 -0.961347  0.118
H7 -3.010518 0.309666 0.686793  0.129
H8 -2.257807 -1.936033 -0.803401  0.120
H9 -1.034151 -1.759267 0.429516  0.097
Na1 3.895748 2.187307 -0.594402  0.755

Cartesian forces (eV/Å) of the 6 atoms listed first:
-0.5 -1.1 0.0
0.8 1.4 0.6
0.3 -0.6 1.0
-1.1 -0.8 1.2
0.3 1.1 -2.0
0.5 -0.6 -0.1

As for the total charge: +1. Its gap between HOMO and LUMO is 9.74 eV. The value obtained for the calculated total energy is -38140.860 eV. The value obtained for the max |F| is 2.3 eV Å⁻¹. The HOMO energy comes out at -13.77 eV.